(1)
Here is a 2-piece molecular cluster, C2H13N6 overall from the OMol25 dataset. Energies are from ωB97M-V/def2-TZVPD.

Values from the calculation:
- HOMO: -13.37 eV
- ΔE to the lowest compared entry with this formula, charge and spin: 241.3 kJ/mol
- Total charge: +1
- Frontier orbital gap: 10.910 eV
- LUMO energy: -2.5 eV

Last column: Mulliken charge in e.
Positions of all 21 atoms, in Å:
C1 0.021 2.693 -0.102  -0.3041
C2 -0.074 1.141 0.030  0.5090
N1 1.384 2.894 -0.393  -0.5606
N2 -1.102 0.591 0.675  -0.2790
N3 0.880 0.318 -0.333  -0.2807
N4 -0.608 -2.622 -1.106  -0.4335
N5 0.152 -2.432 0.092  -0.3383
N6 -0.810 -2.161 1.073  -0.6346
H1 -0.649 3.008 -0.849  0.3148
H2 -0.252 3.096 0.921  0.3523
H3 1.981 3.409 0.360  0.2217
H4 1.660 3.368 -1.194  0.2145
H5 -0.989 -0.440 0.716  0.3279
H6 0.694 -3.266 0.186  0.2306
H7 0.738 -0.720 -0.198  0.2107
H8 1.614 0.595 -0.905  0.2317
H9 -0.239 -1.985 -1.876  0.2382
H10 -0.859 -3.514 -1.464  0.2088
H11 -1.608 1.139 1.333  0.2599
H12 -1.574 -2.782 1.024  0.2691
H13 -0.359 -2.329 2.010  0.2416

Forces on atoms 1 to 2 (eV/Å):
C 0.91 -2.12 2.19
C -1.11 0.33 1.35

(2)
Here is one molecule with the formula C4H6O2 from the OMol25 dataset. Energies are from ωB97M-V/def2-TZVPD.

Values from the calculation:
- HOMO: -10.46 eV
- ΔE to the lowest compared entry with this formula, charge and spin: 285.0 kJ/mol
- SMILES: C1O[C@H]1[C@H]1CO1
- Frontier orbital gap: 11.496 eV
- LUMO energy: 1.0 eV

Last column: Mulliken charge in e.
Positions of all 12 atoms, in Å:
C1 -0.786 0.898 -1.305  -0.4338
O1 -0.766 1.873 -0.274  -0.4388
C2 0.216 0.851 -0.238  -0.0254
C3 0.096 -0.127 0.896  -0.0257
C4 0.521 -1.519 0.742  -0.4335
O2 1.319 -0.583 1.451  -0.4390
H1 -1.624 0.198 -1.280  0.2209
H2 -0.511 1.260 -2.296  0.2611
H3 1.238 1.175 -0.447  0.4156
H4 -0.684 0.119 1.620  0.4159
H5 0.921 -1.848 -0.218  0.2217
H6 0.060 -2.298 1.348  0.2612

Forces on atoms 1 to 2 (eV/Å):
C -0.06 -0.16 -0.25
O -0.06 0.20 0.08

(3)
Here is C4H7N2S as an isolated structure from the OMol25 dataset. Energies are from ωB97M-V/def2-TZVPD.

Values from the calculation:
- HOMO: -14.19 eV
- ΔE to the lowest compared entry with this formula, charge and spin: 190.6 kJ/mol
- Total charge: +1
- Frontier orbital gap: 9.280 eV
- LUMO energy: -4.9 eV

Last column: Mulliken charge in e.
Positions of all 14 atoms, in Å:
C1 0.526 -1.683 -0.033  -0.0571
C2 -1.299 -0.070 -0.297  0.1191
C3 -0.010 0.486 -0.687  0.3507
C4 0.245 1.607 0.384  -1.2583
N1 1.044 -0.497 -0.548  -0.1408
N2 -0.713 -1.704 0.337  -0.2203
S1 -2.701 0.555 -0.050  -0.1161
H1 1.166 -2.449 0.327  0.4094
H2 0.005 0.838 -1.738  0.2908
H3 0.384 1.119 1.443  0.3198
H4 -0.541 2.289 0.506  0.4139
H5 1.050 2.217 0.185  0.4059
H6 1.992 -0.289 -0.776  0.2257
H7 -1.148 -2.419 0.948  0.2574

Forces on atoms 1 to 2 (eV/Å):
C 1.10 2.36 0.88
C -0.72 -1.90 1.53

(4)
Here is one molecule with the formula C17H17N3O2S2 from the OMol25 dataset. Energies are from ωB97M-V/def2-TZVPD.

Values from the calculation:
- HOMO: -8.57 eV
- ΔE to the lowest compared entry with this formula, charge and spin: 0.0 kJ/mol
- SMILES: C[C@H]1CCc2nc(NC(=O)CSc3nc4ccccc4o3)sc2C1
- Frontier orbital gap: 9.025 eV
- LUMO energy: 0.5 eV

Last column: Mulliken charge in e.
Positions of all 41 atoms, in Å:
C1 -4.413 -1.762 -0.387  -2.0132
C2 -2.976 -1.607 0.097  1.4626
C3 -2.521 -2.819 0.915  -1.0888
C4 -1.163 -2.554 1.565  -0.5232
C5 -0.212 -2.013 0.552  0.1221
N1 1.127 -1.986 0.770  -0.7894
C6 1.769 -1.437 -0.194  0.0720
N2 3.145 -1.348 -0.263  -0.0457
C7 3.927 -0.235 -0.399  0.4142
O1 5.127 -0.323 -0.482  -0.6246
C8 3.204 1.100 -0.402  -0.4644
S1 2.404 1.355 1.235  -0.1749
C9 0.749 1.574 0.785  0.4484
N3 -0.246 1.459 1.598  -0.6108
C10 -1.354 1.758 0.839  0.9813
C11 -2.705 1.800 1.155  -0.7580
C12 -3.582 2.119 0.135  -0.3696
C13 -3.140 2.389 -1.159  -0.4736
C14 -1.796 2.358 -1.492  -1.0865
C15 -0.923 2.044 -0.472  0.5594
O2 0.436 1.932 -0.489  -0.4131
S2 0.744 -0.930 -1.548  -0.1129
C16 -0.623 -1.484 -0.634  0.6170
C17 -2.033 -1.405 -1.095  -0.7943
H1 -5.092 -1.851 0.458  0.4295
H2 -4.709 -0.896 -0.975  0.3947
H3 -4.516 -2.652 -1.005  0.4203
H4 -2.913 -0.720 0.736  -0.3355
H5 -3.257 -3.041 1.688  0.3537
H6 -2.449 -3.690 0.258  0.3181
H7 -0.748 -3.463 2.001  0.3910
H8 -1.264 -1.818 2.368  0.2692
H9 3.657 -2.197 -0.050  0.2788
H10 2.440 1.153 -1.173  0.2582
H11 3.938 1.891 -0.541  0.4710
H12 -3.041 1.594 2.157  0.4504
H13 -4.640 2.159 0.344  0.4396
H14 -3.864 2.632 -1.922  0.4083
H15 -1.447 2.568 -2.490  0.4566
H16 -2.226 -0.440 -1.570  0.2317
H17 -2.216 -2.182 -1.847  0.4304

Forces on atoms 1 to 2 (eV/Å):
C 0.26 0.13 0.15
C -0.15 -0.25 -0.20

(5)
Here is one molecule with the formula C5H10N2O from the OMol25 dataset. Energies are from ωB97M-V/def2-TZVPD.

Values from the calculation:
- HOMO: -7.00 eV
- ΔE to the lowest compared entry with this formula, charge and spin: 413.2 kJ/mol
- Frontier orbital gap: 7.547 eV
- LUMO energy: 0.6 eV

Last column: Mulliken charge in e.
Positions of all 18 atoms, in Å:
C1 -1.118 -0.319 -1.280  -0.7297
C2 0.024 -1.274 -1.186  -0.7710
C3 1.052 1.090 -0.934  -1.8287
N1 -0.612 -1.091 1.656  -0.0316
C4 -0.129 -0.012 1.039  0.0959
C5 0.109 0.020 -0.423  1.3870
N2 -0.004 1.140 1.730  -0.3541
O1 0.447 -2.017 1.618  -0.7167
H1 -0.948 -0.925 2.608  0.2801
H2 0.151 2.017 1.261  0.1755
H3 -0.178 1.140 2.723  0.2178
H4 -2.028 -0.580 -0.758  0.2956
H5 -1.255 0.262 -2.184  0.2839
H6 0.693 -1.363 -2.032  0.2698
H7 -0.097 -2.172 -0.600  0.2431
H8 2.023 1.015 -0.440  0.3791
H9 1.208 0.967 -2.006  0.4222
H10 0.660 2.102 -0.791  0.3819

Forces on atoms 1 to 2 (eV/Å):
C 0.09 -0.08 0.08
C -0.10 0.03 0.01

(6)
Here is C23H32CdNO5S as an isolated structure from the OMol25 dataset. Energies are from ωB97M-V/def2-TZVPD.

Values from the calculation:
- HOMO: -11.56 eV
- ΔE to the lowest compared entry with this formula, charge and spin: 27.6 kJ/mol
- Total charge: +1
- Frontier orbital gap: 8.196 eV
- LUMO energy: -3.4 eV

Last column: Mulliken charge in e.
Positions of all 63 atoms, in Å:
Cd1 -0.454 -0.040 0.276  3.0745
O1 0.070 1.923 4.345  -0.4649
C1 0.045 1.347 3.157  -0.1086
O2 -0.974 1.108 2.539  -0.5660
C2 1.400 1.019 2.619  0.2734
C3 2.588 1.316 3.255  -0.6378
C4 3.776 0.984 2.606  -0.5203
C5 3.731 0.400 1.353  -0.7168
C6 2.488 0.150 0.777  0.3056
N1 1.363 0.441 1.416  0.6144
C7 2.344 -0.392 -0.666  0.0058
O3 3.372 -0.605 -1.278  -0.6915
O4 1.133 -0.511 -1.073  -0.9323
H1 -0.825 2.132 4.643  0.4122
H2 2.583 1.793 4.224  0.5817
H3 4.726 1.196 3.078  0.4686
H4 4.617 0.132 0.796  0.5981
C8 -4.291 0.218 -0.932  -2.3670
C9 -3.211 -0.732 -0.480  1.5434
C10 -3.041 -0.940 0.900  1.9727
C11 -4.016 -0.320 1.868  -2.2142
C12 -1.997 -1.770 1.364  -0.0880
C13 -1.821 -2.021 2.842  -2.3707
C14 -1.213 -2.493 0.432  0.5337
C15 -0.190 -3.490 0.918  -2.2962
C16 -1.479 -2.375 -0.948  1.4778
C17 -0.781 -3.288 -1.922  -2.5076
C18 -2.420 -1.437 -1.403  1.1389
C19 -2.579 -1.201 -2.886  -2.4682
H5 -5.273 -0.243 -0.802  0.4454
H6 -4.200 0.486 -1.979  0.4499
H7 -4.273 1.135 -0.344  0.3976
H8 -3.728 0.701 2.129  0.3039
H9 -4.089 -0.901 2.783  0.5452
H10 -5.011 -0.283 1.429  0.4431
H11 -2.339 -2.938 3.134  0.3522
H12 -2.213 -1.202 3.437  0.5731
H13 -0.773 -2.146 3.108  0.3675
H14 -0.685 -4.412 1.233  0.3384
H15 0.369 -3.114 1.773  0.3361
H16 0.531 -3.733 0.143  0.6302
H17 0.191 -2.881 -2.215  0.4003
H18 -1.376 -3.433 -2.819  0.4902
H19 -0.623 -4.271 -1.483  0.4966
H20 -3.431 -1.757 -3.283  0.3584
H21 -1.688 -1.498 -3.432  0.5633
H22 -2.747 -0.147 -3.095  0.2552
C20 -1.842 4.175 -2.191  -1.1495
C21 -1.342 3.024 -3.049  -0.5605
S1 -0.254 1.862 -2.147  0.4578
O5 -1.005 1.655 -0.832  -1.3686
C22 1.140 3.000 -1.756  -0.8686
C23 1.054 3.616 -0.369  -0.8474
H23 -2.738 4.610 -2.632  0.4238
H24 -1.098 4.965 -2.104  0.2764
H25 -2.103 3.813 -1.197  0.2443
H26 -0.770 3.349 -3.919  0.5639
H27 -2.171 2.405 -3.394  0.3071
H28 1.163 3.761 -2.535  0.5789
H29 2.033 2.381 -1.853  0.4800
H30 0.267 4.363 -0.303  0.2905
H31 2.005 4.096 -0.136  0.3963
H32 0.863 2.857 0.386  -0.0215

Forces on atoms 1 to 2 (eV/Å):
Cd -0.83 -0.76 0.83
O 0.32 0.05 0.15

(7)
Here is one molecule with the formula C14H19BrN2OS from the OMol25 dataset. Energies are from ωB97M-V/def2-TZVPD.

Values from the calculation:
- HOMO: -8.20 eV
- ΔE to the lowest compared entry with this formula, charge and spin: 96.0 kJ/mol
- SMILES: CN1CCC(=O)N(CCSc2ccc(Br)cc2)CC1
- Frontier orbital gap: 8.842 eV
- LUMO energy: 0.6 eV

Last column: Mulliken charge in e.
Positions of all 38 atoms, in Å:
C1 2.339 3.572 -0.210  -1.0838
N1 3.176 2.403 -0.387  -0.0812
C2 3.610 1.868 0.893  -0.4160
C3 4.787 0.896 0.755  -1.1551
C4 4.341 -0.525 0.486  0.8734
O1 4.544 -1.425 1.276  -0.6639
N2 3.693 -0.732 -0.690  0.2227
C5 3.121 -2.034 -0.943  -1.4456
C6 1.595 -2.026 -0.912  -0.4770
S1 1.029 -1.409 0.717  -0.1002
C7 -0.649 -0.953 0.416  0.7480
C8 -1.394 -1.389 -0.674  -0.3348
C9 -2.707 -0.981 -0.823  -0.6147
C10 -3.278 -0.148 0.122  0.0432
Br1 -5.087 0.412 -0.091  -0.2010
C11 -2.554 0.283 1.223  -0.5094
C12 -1.243 -0.119 1.364  -0.6717
C13 3.481 0.313 -1.665  -1.3197
C14 2.511 1.408 -1.205  -0.4633
H1 2.091 3.984 -1.187  0.3543
H2 1.403 3.352 0.326  0.3552
H3 2.891 4.325 0.350  0.3566
H4 3.940 2.715 1.498  0.5182
H5 2.784 1.369 1.430  0.2544
H6 5.455 1.250 -0.031  0.4073
H7 5.339 0.870 1.695  0.3892
H8 3.504 -2.695 -0.160  0.4309
H9 3.453 -2.405 -1.920  0.3706
H10 1.216 -3.039 -1.057  0.5940
H11 1.191 -1.360 -1.675  0.4520
H12 -0.971 -2.055 -1.408  0.3215
H13 -3.284 -1.318 -1.671  0.4051
H14 -3.010 0.928 1.957  0.4078
H15 -0.662 0.207 2.213  0.3647
H16 3.088 -0.158 -2.568  0.4790
H17 4.434 0.787 -1.921  0.4461
H18 2.127 1.917 -2.093  0.5023
H19 1.658 0.950 -0.675  0.2406

Forces on atoms 1 to 2 (eV/Å):
C -0.01 -0.04 0.01
N 0.00 0.06 -0.01

(8)
Here is a 2-piece molecular cluster, C17H25N2O5S2 overall from the OMol25 dataset. Energies are from ωB97M-V/def2-TZVPD.

Values from the calculation:
- HOMO: -2.93 eV
- Total charge: -1
- Frontier orbital gap: 4.123 eV
- LUMO energy: 1.2 eV

Last column: Mulliken charge in e.
Positions of all 51 atoms, in Å:
O1 0.999 -3.205 -0.878  -0.4944
S1 1.278 -2.563 -2.263  0.5804
O2 -0.159 -2.699 -3.234  -0.4181
C1 -1.298 -2.047 -2.573  -0.0374
C2 -2.211 -3.031 -1.627  -0.5000
C3 -2.462 -2.203 -0.202  -0.3095
C4 -3.508 -0.946 -0.349  -0.4800
S2 -5.233 -1.329 0.268  -0.1369
C5 -5.173 -2.183 1.934  0.3582
N1 -5.351 -1.684 3.352  -0.2621
N2 -5.195 -2.783 4.228  -0.2562
C6 -4.924 -4.014 3.387  0.0248
O3 -4.934 -3.643 1.942  -0.2134
O4 1.554 -0.884 -2.173  -0.3637
C7 1.398 -0.355 -0.810  0.7195
C8 1.160 1.291 -0.991  -0.7612
C9 2.147 2.197 -0.044  -0.2075
C10 1.260 3.556 0.361  0.3040
C11 1.356 4.270 1.869  -0.4118
C12 0.419 5.599 2.185  -0.3127
C13 -0.625 6.273 1.100  -0.3709
C14 -0.698 5.603 -0.395  -0.3087
C15 0.240 4.285 -0.719  -0.2886
H1 -1.038 -1.091 -1.951  -0.0568
H2 -2.020 -1.676 -3.449  0.2461
H3 -3.286 -3.130 -2.116  0.2640
H4 -1.759 -4.103 -1.464  0.2862
H5 -1.429 -1.747 0.187  0.0769
H6 -2.789 -2.979 0.612  0.2847
H7 -3.566 -0.488 -1.442  0.3054
H8 -3.098 -0.060 0.333  0.3176
H9 -4.733 -5.135 3.661  0.3178
H10 0.456 -0.738 -0.230  -0.2100
H11 2.407 -0.436 -0.180  0.0433
H12 0.022 1.506 -0.707  0.2168
H13 1.260 1.537 -2.143  0.2124
H14 2.572 1.639 0.894  0.3718
H15 3.012 2.601 -0.755  0.2041
H16 2.076 3.789 2.665  0.2960
H17 0.490 6.066 3.258  0.2542
H18 -1.321 7.210 1.323  0.2495
H19 -1.384 5.983 -1.289  0.2540
H20 0.168 3.782 -1.799  0.1731
C16 5.566 -2.241 0.025  -0.9667
C17 5.398 -0.712 0.038  -0.4011
O5 4.350 -0.445 0.800  -0.8360
H21 4.687 -2.747 -0.393  0.1375
H22 6.427 -2.515 -0.596  0.3683
H23 5.748 -2.642 1.030  0.2479
H24 5.364 -0.417 -1.022  0.1869
H25 6.380 -0.316 0.341  0.3023

Forces on atoms 1 to 2 (eV/Å):
O 0.26 2.77 -4.26
S -0.16 -1.65 2.22